Molecular formula: C6H10O4
Method: DFT, the ωB97M-V functional and the def2-TZVPD basis

XYZ file:
```
20
Properties=species:S:1:pos:R:3:forces:R:3:mulliken_charge:R:1
C 1.368 -0.024 -1.864 -0.7228 0.0067 0.0042 -1.33
C 1.129 -0.566 -0.486 1.8492 -1.7880 0.3424 0.96
O 1.136 -1.758 -0.200 0.1042 1.8022 -0.8139 -0.65
C 1.364 0.497 0.612 -0.4085 0.4008 0.2836 0.55
O 1.020 1.648 0.521 0.0416 -0.1536 -0.0745 -0.55
O 2.028 0.004 1.652 0.0407 -0.4685 0.2898 -0.41
H 0.925 0.964 -1.956 -0.0017 0.0272 -0.1258 0.36
H 2.443 0.081 -2.008 0.0874 -0.0414 0.1039 0.40
H 0.977 -0.712 -2.609 -0.0184 -0.0189 -0.0415 0.30
H 2.057 0.650 2.376 -0.0186 0.1356 -0.3291 0.37
C -1.001 -1.482 1.713 1.9053 -0.7052 -1.3177 -0.61
C -1.504 -0.439 1.087 0.3340 0.7333 -1.5407 -0.11
O -1.167 -0.219 -0.278 -0.7140 -0.4231 1.1591 -0.32
C -1.733 0.941 -0.862 -0.2228 0.1156 0.1672 -0.82
H -1.089 -1.544 2.783 -0.2073 -0.3429 0.0779 0.30
H -0.214 -2.080 1.085 -1.9196 0.7621 1.7935 0.28
H -2.104 0.360 1.504 -0.1231 -0.0988 0.1097 0.34
H -2.805 0.993 -0.647 0.0499 0.0326 -0.0418 0.39
H -1.597 0.849 -1.938 0.0227 0.0648 0.0637 0.23
H -1.232 1.838 -0.485 -0.0784 -0.0406 -0.1100 0.33
```
Forces are in eV/Å.

Output
LUMO in eV: 0.425
Total energy in eV: -14572.337
ΔE to the lowest compared entry with this formula, charge and spin in eV: 1.975
Kohn-Sham gap in eV: 9.576
SMILES: CC(=O)C(=O)O.C=COC
HOMO in eV: -9.151
Total charge: 0


Molecular formula: C5H8O
Method: DFT, the ωB97M-V functional and the def2-TZVPD basis

XYZ file:
```
14
Properties=species:S:1:pos:R:3:forces:R:3:mulliken_charge:R:1
C -1.282 -0.936 -0.533 0.0601 0.1337 0.0620 -1.35
C 0.149 -0.743 -0.058 0.1475 -0.2461 -0.0147 0.19
C 1.115 0.020 -0.929 0.3455 -0.0994 -0.3708 -0.74
C 0.787 0.549 0.396 0.1575 -0.3893 -0.0145 -0.08
O -0.060 1.682 0.405 -0.9477 -0.3980 0.4141 -0.15
C -0.678 1.829 1.546 0.4873 1.2969 0.2414 -0.25
H -1.686 -0.034 -1.001 0.1104 -0.0693 0.1088 0.31
H -1.957 -1.222 0.282 0.1537 0.0884 -0.0632 0.34
H -1.308 -1.740 -1.285 0.0412 0.2286 0.2348 0.35
H 0.560 -1.603 0.463 0.0139 0.0065 -0.1363 0.33
H 0.667 0.564 -1.755 0.1600 -0.1397 0.0073 0.25
H 2.121 -0.341 -1.059 0.1016 -0.0927 -0.2961 0.27
H 1.495 0.530 1.228 -0.1787 0.0720 -0.2672 0.39
H 0.075 1.445 2.302 -0.6524 -0.3915 0.0943 0.13
```
Forces are in eV/Å.

Output
LUMO in eV: 0.543
Total energy in eV: -7357.637
ΔE to the lowest compared entry with this formula, charge and spin in eV: 4.618
Kohn-Sham gap in eV: 9.143
HOMO in eV: -8.600
Total charge: 0


Molecular formula: CH8N2O3
Method: DFT, the ωB97M-V functional and the def2-TZVPD basis

XYZ file:
```
14
Properties=species:S:1:pos:R:3:forces:R:3:mulliken_charge:R:1
N 0.962 -1.113 -0.548 0.1692 0.0283 0.3941 -0.39
C -0.310 -1.437 -0.991 -0.3972 0.1756 0.9423 0.41
N -1.303 -0.475 -1.020 -0.7529 -1.2605 -1.4351 -0.36
O -0.556 -2.595 -1.272 -0.0874 -0.0191 -0.3084 -0.60
H 1.479 -0.333 -0.917 -0.3139 0.2196 -0.1379 0.27
H 1.480 -1.975 -0.527 0.3671 0.0281 -0.1407 0.22
H -2.106 -0.979 -1.399 0.1101 0.4920 0.1498 0.24
H -1.601 0.242 -0.384 0.9996 0.3602 0.4322 0.23
O 1.104 0.991 1.805 0.3323 -0.5893 0.5263 -0.69
H 1.619 0.211 1.554 -0.2099 0.1163 -0.4302 0.33
H 0.918 0.783 2.730 -0.1749 0.3904 -0.0109 0.32
O -0.935 2.339 0.412 -0.1718 -0.1333 -0.2443 -0.66
H -0.384 1.680 0.856 0.2493 0.1347 0.2216 0.35
H -0.369 2.661 -0.298 -0.1196 0.0570 0.0412 0.32
```
Forces are in eV/Å.

Output
LUMO in eV: 0.420
Total energy in eV: -10290.247
ΔE to the lowest compared entry with this formula, charge and spin in eV: 0.760
Kohn-Sham gap in eV: 10.298
SMILES: NC(N)=O.O.O
HOMO in eV: -9.878
Total charge: 0


Molecular formula: ArH26O13
Method: DFT, the ωB97M-V functional and the def2-TZVPD basis

XYZ file:
```
40
Properties=species:S:1:pos:R:3:forces:R:3:mulliken_charge:R:1
Ar 0.399 0.220 0.545 0.1018 0.0298 -0.1740 0.01
O -1.437 -0.165 2.970 0.0884 0.0761 0.6441 -0.74
H -1.805 0.665 2.666 -0.0304 0.7620 -0.1881 0.40
H -1.744 -0.811 2.334 -0.0076 -0.3523 -0.0731 0.36
O -0.387 4.406 0.785 -0.3077 -0.0208 0.8430 -0.69
H -0.085 4.138 -0.082 0.3285 -0.2115 -0.7152 0.37
H -0.869 5.219 0.630 -0.0833 0.2245 -0.0176 0.31
O 0.472 0.791 -3.267 0.2956 0.5946 0.1522 -0.55
H 0.910 1.074 -4.070 0.0555 0.2125 -0.2410 0.31
H 0.447 -0.164 -3.331 -0.1385 -0.9270 0.1106 0.30
O 0.491 3.910 -1.922 0.0560 0.3089 0.2244 -0.70
H -0.333 3.774 -2.390 -0.3766 -0.1142 -0.1916 0.33
H 0.950 3.074 -1.997 0.2008 -0.3827 -0.0036 0.31
O -1.022 -3.042 -0.793 0.0735 -0.3508 -0.2772 -0.67
H -1.687 -2.781 -0.156 -0.2523 0.6158 0.2315 0.39
H -0.607 -3.813 -0.406 0.2761 -0.1718 0.0228 0.27
O 0.906 -0.397 4.447 0.6164 -0.1689 0.3991 -0.67
H 1.143 0.442 4.842 0.2126 0.1168 0.1065 0.31
H 0.070 -0.230 4.011 -0.8176 -0.0364 -0.5675 0.42
O -2.128 1.540 -2.504 -0.5372 0.3471 0.3298 -0.64
H -2.558 1.064 -3.215 -0.0929 -0.0660 -0.1653 0.29
H -1.200 1.326 -2.599 0.5362 -0.1963 -0.1854 0.37
O -2.218 2.636 2.275 -0.4643 -0.5771 0.3141 -0.67
H -2.206 2.884 3.200 -0.0653 0.0999 0.2586 0.33
H -1.588 3.226 1.861 0.6040 0.3976 -0.5972 0.37
O -2.512 -2.107 1.436 -0.0080 -0.3359 -0.5656 -0.75
H -2.352 -3.036 1.604 0.0478 -0.3100 0.5368 0.34
H -3.454 -2.051 1.278 -0.4171 0.1979 0.0135 0.28
O 3.491 -0.248 -1.535 0.4810 0.7524 -0.2888 -0.64
H 3.376 -1.157 -1.260 -0.1820 -0.3355 0.2541 0.43
H 2.771 -0.088 -2.145 -0.2359 0.1431 -0.0827 0.28
O 2.699 -1.831 2.698 0.4156 -0.5125 -0.3124 -0.64
H 2.088 -1.397 3.294 -0.4007 0.3926 0.5181 0.38
H 2.623 -1.342 1.878 -0.0049 0.1040 -0.2478 0.28
O -0.014 -2.029 -3.077 0.5204 0.5123 -0.7068 -0.65
H -0.504 -2.093 -2.258 -0.3453 -0.2353 0.6393 0.39
H 0.437 -2.869 -3.154 -0.0278 -0.1669 -0.2138 0.23
O 2.487 -2.571 -0.676 -0.0739 -0.2679 0.1723 -0.56
H 3.031 -3.342 -0.514 0.2451 -0.2534 0.2456 0.30
H 1.921 -2.826 -1.405 -0.2859 0.1055 -0.2016 0.24
```
Forces are in eV/Å.

Output
LUMO in eV: -0.316
Total energy in eV: -41395.061
ΔE to the lowest compared entry with this formula, charge and spin in eV: 0.461
Kohn-Sham gap in eV: 9.890
HOMO in eV: -10.206
Total charge: 0


Molecular formula: C3H2LiNaO3
Method: DFT, the ωB97M-V functional and the def2-TZVPD basis

XYZ file:
```
10
Properties=species:S:1:pos:R:3:forces:R:3:mulliken_charge:R:1
C 1.199 -0.141 0.616 -1.0404 0.8944 0.4281 0.11
C 0.235 -0.298 -0.405 0.0104 -0.5704 -0.0636 -0.11
O -0.886 -0.944 -0.151 0.7368 0.3839 0.3818 -0.21
C -2.179 -0.293 -0.407 -1.4179 0.3748 -0.4094 -0.22
O -2.340 0.754 0.200 0.3901 -0.3772 -0.3547 -0.53
O 2.283 0.445 0.427 0.7428 -0.4636 -0.0605 -0.74
Li -3.994 0.518 -0.852 0.4796 -0.1591 0.2521 0.99
H 0.817 -0.328 1.645 0.4327 -0.3412 -0.4253 0.32
H 0.433 0.042 -1.425 -0.1076 0.1433 0.2279 0.37
Na 4.433 0.243 0.351 -0.2265 0.1151 0.0237 1.03
```
Forces are in eV/Å.

Output
LUMO (spin up / spin down) in eV: -4.015 / -4.278
Total energy in eV: -13900.116
ΔE to the lowest compared entry with this formula, charge and spin in eV: 2.516
Expectation value of S²: 0.7572
Kohn-Sham gap (spin up / spin down) in eV: 7.522 / 7.309
HOMO (spin up / spin down) in eV: -11.537 / -11.588
Total charge: +1
2S+1: 2


Molecular formula: C3H14N2O2
Method: DFT, the ωB97M-V functional and the def2-TZVPD basis

XYZ file:
```
21
Properties=species:S:1:pos:R:3:forces:R:3:mulliken_charge:R:1
N 0.160 0.118 1.236 -0.1173 1.5893 0.3094 -1.05
C -0.198 0.507 -0.127 0.3521 -2.5267 -0.4159 0.69
C 0.979 0.592 -1.108 0.5181 1.0041 -0.8657 -1.88
C -1.037 1.772 -0.163 0.5208 -0.7976 -0.2451 -0.76
N -2.331 1.494 0.451 -0.3705 0.3535 0.9900 -0.51
H 0.962 0.667 1.512 0.2817 -0.3510 0.4177 0.35
H 0.327 -0.866 1.384 0.3115 -0.0783 -0.3008 0.50
H -0.804 -0.373 -0.398 -0.0773 0.7143 -0.6556 -0.01
H 0.660 0.609 -2.156 -0.5073 -0.1478 0.0210 0.41
H 1.761 -0.170 -1.104 -0.3326 -0.1999 0.6972 0.53
H 1.504 1.565 -1.052 -0.0569 -0.2307 0.4579 0.31
H -0.374 2.487 0.350 -0.7558 0.4223 0.0868 0.34
H -1.116 2.079 -1.202 -0.2091 0.1629 -0.1548 0.29
H -2.341 1.907 1.369 0.0952 -0.3528 0.4818 0.20
H -3.202 1.825 0.062 0.4554 0.3693 -0.9145 0.27
H 3.999 -3.968 0.471 -0.1073 0.2317 -0.1254 0.83
H 4.939 -2.838 0.802 0.1312 0.2196 0.1492 0.82
O 4.246 -3.070 0.166 -0.1027 -0.3752 -0.0442 -2.29
H -2.299 -1.907 0.287 0.5629 -0.3820 0.7072 0.39
H -3.019 -0.747 -0.305 0.1447 -0.1098 -0.0313 0.35
O -2.817 -1.682 -0.472 -0.7369 0.4846 -0.5648 -0.78
```
Forces are in eV/Å.

Output
LUMO (spin up / spin down) in eV: 3.156 / 3.031
Total energy in eV: -10411.611
ΔE to the lowest compared entry with this formula, charge and spin in eV: 0.757
Expectation value of S²: 0.7503
Kohn-Sham gap (spin up / spin down) in eV: 1.935 / 9.237
HOMO (spin up / spin down) in eV: 1.221 / -6.206
Total charge: -1
2S+1: 2